Formula: C32H44N7O2PPtSTe
Source: the OMol25 dataset
Level of theory: wB97M-V/def2-TZVPD

Maximum force = 1.51 eV/Å
Total charge = +2
HOMO (alpha / beta) = -11.74 / -11.74 eV
Orbital gap (alpha / beta) = 4.78 / 4.72 eV
LUMO energy (alpha / beta) = -6.951 / -7.018 eV

Cartesian coordinates (Å):
Pt  -0.929  0.940  0.496
C  -5.299  2.481  0.812
C  -3.799  2.474  1.100
C  -3.288  3.822  1.628
P  -2.763  1.945  -0.329
C  -2.504  3.303  -1.530
C  -3.759  4.072  -1.945
C  -1.778  2.711  -2.743
C  -3.570  0.568  -1.149
C  -4.739  0.643  -1.926
C  -5.244  -0.461  -2.578
C  -6.495  -0.382  -3.416
C  -4.548  -1.668  -2.444
C  -3.412  -1.773  -1.668
C  -2.907  -0.648  -1.002
N  -1.754  -0.675  -0.242
C  -1.153  -1.873  0.179
C  0.069  -2.260  -0.377
C  0.587  -1.536  -1.597
C  0.699  -3.384  0.151
C  0.100  -4.215  1.093
C  0.744  -5.467  1.635
C  -1.158  -3.845  1.561
C  -1.780  -2.670  1.158
C  -3.110  -2.280  1.737
H  -5.838  2.755  1.720
H  -5.644  1.498  0.498
H  -5.565  3.203  0.041
H  -3.594  1.708  1.853
H  -3.592  4.644  0.981
H  -2.198  3.836  1.701
H  -3.696  4.014  2.621
H  -1.816  3.986  -1.019
H  -4.481  3.430  -2.444
H  -3.466  4.846  -2.655
H  -4.247  4.568  -1.109
H  -2.406  1.982  -3.256
H  -0.847  2.227  -2.448
H  -1.535  3.511  -3.443
H  -5.270  1.581  -2.020
H  -6.875  0.637  -3.473
H  -7.281  -1.013  -2.999
H  -6.307  -0.739  -4.429
H  -4.906  -2.544  -2.973
H  -2.883  -2.716  -1.595
H  0.483  -0.457  -1.497
H  -0.009  -1.837  -2.461
H  1.627  -1.766  -1.818
H  2.255  -4.573  -0.668
H  1.712  -5.689  1.193
H  0.089  -6.322  1.469
H  0.888  -5.378  2.713
H  -1.651  -4.491  2.279
H  -3.212  -2.660  2.754
H  -3.922  -2.705  1.143
H  -3.240  -1.198  1.736
N  -0.376  0.317  2.874
N  -0.181  1.552  3.511
C  0.200  2.642  2.795
N  0.645  3.695  3.458
N  0.116  2.518  1.468
N  0.611  3.543  0.632
O  0.638  3.276  -0.537
O  0.974  4.605  1.113
H  -1.242  -0.104  3.189
H  0.398  -0.310  3.076
H  -0.001  1.553  4.505
H  0.673  3.713  4.464
H  0.856  4.529  2.924
C  6.817  0.194  -0.671
Te  5.401  -0.649  -2.025
C  6.362  -2.509  -1.638
C  7.589  -2.196  -0.815
C  8.506  -3.201  -0.513
C  9.639  -2.912  0.225
C  9.866  -1.615  0.671
C  8.954  -0.615  0.385
C  7.810  -0.901  -0.356
H  6.293  0.532  0.223
H  7.291  1.057  -1.134
H  6.609  -3.003  -2.576
H  5.671  -3.164  -1.097
H  8.330  -4.210  -0.867
H  10.353  -3.694  0.444
H  10.761  -1.383  1.233
H  9.136  0.398  0.723
S  3.667  -1.564  0.401
C  3.058  -2.879  -0.032
N  2.069  -3.666  -0.251

Formula: C3H8NO2
Source: the OMol25 dataset
Level of theory: wB97M-V/def2-TZVPD

Maximum force = 5.26 eV/Å
Total charge = +1
HOMO = -14.85 eV
Orbital gap = 10.71 eV
LUMO energy = -4.136 eV

Cartesian coordinates (Å):
C  0.097  -0.438  0.274
C  0.220  0.788  -0.568
C  -1.283  -0.602  0.776
N  1.632  0.682  -1.043
O  1.021  -1.218  0.384
O  -1.369  -1.229  1.984
H  0.248  1.908  -0.159
H  -0.517  0.654  -1.273
H  -1.755  0.392  0.620
H  -1.763  -1.327  0.019
H  1.870  -0.248  -0.422
H  2.278  1.546  -0.733
H  1.599  0.599  -2.040
H  -2.279  -1.507  2.180

Formula: C39H108O39S12
Source: the OMol25 dataset
Level of theory: wB97M-V/def2-TZVPD

Maximum force = 4.50 eV/Å
Total charge = 0
HOMO = -10.25 eV
Orbital gap = 10.33 eV
LUMO energy = 0.085 eV

Cartesian coordinates (Å):
O  0.678  9.392  1.322
S  0.474  10.613  0.547
O  1.651  11.391  0.127
O  -0.432  10.042  -0.772
C  -0.583  10.782  -1.974
C  0.793  10.483  -2.777
C  -0.778  11.639  1.422
H  -0.627  11.859  -1.809
H  -1.485  10.477  -2.504
H  0.615  10.847  -3.789
H  1.124  9.451  -2.894
H  1.674  10.989  -2.382
H  -0.105  12.205  2.066
H  -1.535  11.027  1.915
H  -1.261  12.281  0.686
O  -0.093  -1.218  2.234
S  0.566  -0.077  1.606
O  0.740  -0.149  0.160
O  -0.226  1.335  2.102
C  0.037  2.552  1.387
C  -0.796  2.596  0.163
C  2.178  0.063  2.376
H  1.103  2.640  1.178
H  -0.391  3.336  2.011
H  -0.465  1.958  -0.657
H  -0.620  3.595  -0.236
H  -1.883  2.656  0.195
H  1.993  0.350  3.411
H  2.748  0.774  1.779
H  2.414  -0.981  2.165
O  6.407  6.592  -1.487
S  7.139  6.354  -2.672
O  6.576  5.576  -3.822
O  7.745  7.796  -3.261
C  7.998  7.911  -4.668
C  7.865  9.319  -5.181
C  8.636  5.449  -2.196
H  7.375  7.269  -5.289
H  8.977  7.467  -4.850
H  8.380  9.926  -4.437
H  6.876  9.776  -5.143
H  8.279  9.470  -6.178
H  9.210  6.007  -1.456
H  9.234  5.251  -3.086
H  8.124  4.526  -1.923
O  10.315  -3.105  0.790
S  11.560  -3.786  0.537
O  11.627  -5.268  0.416
O  12.192  -3.247  -0.900
C  13.374  -3.838  -1.393
C  14.473  -2.762  -1.529
C  12.843  -3.147  1.632
H  13.131  -4.180  -2.398
H  13.748  -4.659  -0.780
H  15.314  -3.131  -2.116
H  14.929  -2.466  -0.584
H  14.139  -1.807  -1.935
H  13.148  -3.943  2.311
H  12.535  -2.348  2.307
H  13.693  -2.758  1.071
O  -5.977  7.015  -12.057
S  -5.423  5.683  -12.258
O  -4.731  5.349  -13.509
O  -4.352  5.362  -10.938
C  -4.716  5.825  -9.661
C  -5.266  4.696  -8.819
C  -6.672  4.421  -11.879
H  -5.445  6.631  -9.571
H  -3.825  6.147  -9.122
H  -6.225  5.003  -8.402
H  -4.590  4.539  -7.978
H  -5.423  3.698  -9.230
H  -6.921  4.668  -10.847
H  -6.176  3.453  -11.811
H  -7.516  4.388  -12.569
O  3.819  -9.868  4.444
S  5.214  -9.593  4.099
O  5.944  -8.509  4.826
O  6.164  -10.928  4.131
C  7.554  -10.783  4.100
C  8.273  -12.063  4.671
C  5.271  -9.313  2.278
H  7.906  -9.935  4.688
H  7.885  -10.558  3.086
H  7.669  -12.915  4.359
H  8.243  -12.184  5.754
H  9.243  -12.277  4.222
H  4.803  -8.348  2.079
H  4.892  -10.174  1.728
H  6.352  -9.230  2.168
O  -8.220  7.432  -0.901
S  -8.902  7.838  0.307
O  -8.729  9.104  1.031
O  -10.549  7.651  0.083
C  -11.431  8.206  1.017
C  -11.597  9.737  0.927
C  -8.603  6.537  1.627
H  -11.435  7.799  2.028
H  -12.417  7.869  0.697
H  -12.588  10.022  1.279
H  -11.520  10.020  -0.123
H  -10.768  10.284  1.378
H  -8.753  5.629  1.042
H  -9.237  6.573  2.513
H  -7.573  6.589  1.978
O  -5.596  -2.359  -6.482
S  -4.328  -2.669  -7.148
O  -3.690  -3.967  -7.280
O  -4.171  -1.897  -8.633
C  -3.103  -2.253  -9.474
C  -3.049  -1.387  -10.791
C  -3.097  -1.557  -6.255
H  -3.311  -3.295  -9.718
H  -2.142  -2.187  -8.964
H  -2.895  -0.335  -10.552
H  -3.915  -1.421  -11.451
H  -2.251  -1.699  -11.464
H  -3.567  -0.575  -6.206
H  -2.153  -1.593  -6.800
H  -2.924  -1.849  -5.219
O  5.813  -6.074  -6.357
S  4.680  -5.354  -5.789
O  3.826  -4.434  -6.555
O  3.622  -6.507  -5.202
C  3.256  -7.504  -6.113
C  3.437  -8.875  -5.499
C  5.149  -4.515  -4.273
H  3.739  -7.400  -7.085
H  2.192  -7.390  -6.324
H  3.072  -9.697  -6.114
H  2.757  -9.007  -4.658
H  4.442  -9.104  -5.143
H  6.009  -5.076  -3.907
H  4.245  -4.490  -3.666
H  5.503  -3.504  -4.472
O  -4.003  -11.583  -2.231
S  -5.023  -11.275  -1.279
O  -5.871  -12.334  -0.737
O  -4.448  -10.299  -0.062
C  -3.223  -9.625  -0.144
C  -3.068  -8.566  -1.242
C  -6.139  -10.098  -2.169
H  -2.378  -10.303  -0.269
H  -3.142  -9.188  0.851
H  -3.920  -7.888  -1.284
H  -2.903  -8.942  -2.252
H  -2.251  -7.928  -0.906
H  -6.590  -9.476  -1.396
H  -6.849  -10.659  -2.776
H  -5.360  -9.689  -2.813
O  -4.042  6.140  7.850
S  -3.562  5.478  9.005
O  -3.371  6.260  10.210
O  -4.513  4.170  9.329
C  -5.638  4.311  10.131
C  -5.816  2.940  10.821
C  -1.960  4.555  8.624
H  -6.545  4.492  9.554
H  -5.505  5.117  10.852
H  -6.528  3.038  11.641
H  -4.857  2.663  11.259
H  -6.063  2.146  10.116
H  -2.226  3.514  8.440
H  -1.371  4.542  9.541
H  -1.328  4.951  7.829
O  -8.408  -4.585  6.808
S  -8.389  -4.865  5.353
O  -9.575  -5.473  4.740
O  -7.847  -3.566  4.492
C  -8.113  -3.683  3.102
C  -6.764  -3.401  2.312
C  -6.897  -6.058  5.129
H  -8.847  -2.904  2.893
H  -8.314  -4.685  2.723
H  -6.667  -2.316  2.334
H  -6.743  -3.594  1.239
H  -5.886  -3.845  2.781
H  -7.261  -7.003  4.725
H  -6.477  -6.382  6.082
H  -6.117  -5.598  4.523
C  5.903  4.204  5.489
O  5.526  3.816  6.738
H  4.929  4.302  5.008
H  6.480  5.127  5.532
H  6.503  3.398  5.066
H  6.275  3.590  7.294
C  3.346  -3.095  11.028
O  4.235  -2.707  12.105
H  2.338  -2.984  11.426
H  3.429  -2.367  10.221
H  3.503  -4.143  10.772
H  3.847  -2.934  12.953
C  -2.455  -1.504  8.713
O  -2.129  -1.102  10.015
H  -3.157  -2.335  8.780
H  -2.840  -0.698  8.088
H  -1.480  -1.852  8.372
H  -2.002  -1.883  10.560

Formula: C5H8N4
Source: the OMol25 dataset
Level of theory: wB97M-V/def2-TZVPD

Maximum force = 8.58 eV/Å
Total charge = 0
HOMO = -8.08 eV
Orbital gap = 9.01 eV
LUMO energy = 0.935 eV

Cartesian coordinates (Å):
C  2.704  -0.597  0.285
C  0.476  0.507  -0.145
C  -1.650  0.702  0.142
C  -2.640  -0.456  0.058
C  -0.690  -0.237  0.000
H  2.521  -0.096  1.253
H  2.290  -1.594  0.274
H  3.698  -0.660  0.153
H  2.162  0.348  -1.403
H  0.423  2.674  -0.523
H  -3.525  -0.495  -0.531
H  -3.074  -0.325  1.071
H  -1.653  -2.371  0.078
N  1.783  0.247  -0.407
N  0.032  1.757  0.080
N  -1.264  1.933  -0.028
N  -1.592  -1.336  -0.357

Formula: C4H8N
Source: the OMol25 dataset
Level of theory: wB97M-V/def2-TZVPD

Maximum force = 4.74 eV/Å
Total charge = +1
HOMO = -16.54 eV
Orbital gap = 12.87 eV
LUMO energy = -3.669 eV

Cartesian coordinates (Å):
C  -0.665  -1.324  -0.109
C  -1.150  0.972  -0.367
C  -0.967  -0.079  0.719
C  1.543  0.260  0.038
N  0.186  -0.080  -0.215
H  -0.233  -2.215  0.392
H  -1.044  -1.524  -1.115
H  -1.747  0.995  -1.246
H  -0.924  1.909  0.000
H  -0.777  -0.124  1.764
H  2.329  -0.280  -0.632
H  1.705  1.252  -0.380
H  1.743  0.238  1.151

Formula: C38H45BBr3CsF5LiN3NaO18S3V
Source: the OMol25 dataset
Level of theory: wB97M-V/def2-TZVPD

Maximum force = 9.96 eV/Å
Total charge = +1
HOMO = -8.78 eV
Orbital gap = 1.30 eV
LUMO energy = -7.488 eV

Cartesian coordinates (Å):
C  -4.696  0.078  2.217
C  -4.694  -0.068  0.554
C  -4.057  1.271  -0.186
C  -3.488  0.905  -1.708
C  -3.573  2.209  -2.733
C  -2.550  2.103  -4.017
C  -1.535  3.424  -4.146
C  -0.106  3.049  -3.401
C  1.082  2.397  -4.334
C  2.500  1.974  -3.600
C  2.725  2.247  -1.982
C  1.566  2.955  -1.002
C  0.156  3.313  -1.772
O  -0.967  3.885  -1.020
N  -1.100  5.178  -1.380
O  -1.942  5.704  -0.654
N  1.931  3.163  0.414
S  1.323  4.503  1.253
O  -0.083  4.230  1.872
O  2.270  4.795  2.481
F  1.280  5.985  0.345
C  2.395  1.987  1.190
C  1.785  1.484  2.626
C  2.351  0.163  3.480
N  1.626  -0.148  4.766
C  0.624  -1.268  4.637
O  0.149  -1.626  3.411
F  0.019  -2.032  5.782
C  2.539  -0.286  5.958
O  2.808  -1.396  6.647
F  3.189  0.986  6.447
C  3.596  -0.668  2.816
C  4.199  -2.006  3.546
C  3.142  -3.278  3.318
C  3.895  -4.490  2.445
C  2.659  -5.194  1.566
C  4.285  -0.184  1.370
C  5.544  -0.979  0.651
S  7.202  -0.717  1.483
O  7.994  0.503  0.889
O  8.055  -2.019  1.227
C  3.686  1.122  0.569
S  4.352  1.737  -1.115
H  -3.864  -0.598  2.700
H  -5.730  -0.315  2.664
H  -4.552  1.202  2.526
H  -4.114  -1.057  0.298
H  -5.806  -0.214  0.196
H  -4.893  2.119  -0.235
H  -3.147  1.638  0.472
H  -4.150  -0.003  -2.090
H  -2.394  0.495  -1.609
H  -3.418  3.244  -2.164
H  -4.694  2.220  -3.136
H  -1.946  1.080  -4.020
H  -3.236  2.137  -4.988
H  -2.058  4.378  -3.712
H  -1.293  3.516  -5.297
H  0.998  2.207  -5.486
H  3.403  1.482  -4.201
H  0.880  2.120  3.074
H  4.475  -1.852  4.692
H  5.216  -2.375  3.042
H  2.784  -3.630  4.375
H  2.297  -2.874  2.615
H  4.629  -4.048  1.629
H  4.405  -5.232  3.193
H  3.107  -6.067  0.930
H  1.861  -5.623  2.336
H  2.142  -4.426  0.831
H  5.661  -0.762  -0.493
H  5.287  -2.139  0.765
H  6.997  -0.627  2.869
Na  -2.518  3.283  0.992
B  -4.911  8.522  3.124
O  -4.412  7.167  2.866
C  -4.571  6.930  1.557
O  -4.254  5.887  1.007
C  -5.161  8.077  0.923
O  -5.435  8.182  -0.262
O  -5.374  9.038  1.832
F  -3.842  9.359  3.644
F  -6.016  8.476  4.070
Li  -6.380  5.973  0.658
Br  3.427  -8.208  -1.309
C  1.876  -9.365  -1.068
C  0.633  -8.559  -0.768
Br  0.626  -7.933  1.079
H  2.130  -10.080  -0.281
H  1.769  -9.899  -2.017
H  -0.261  -9.181  -0.861
H  0.524  -7.676  -1.405
C  10.777  -1.837  -0.855
O  11.140  -2.927  -1.682
H  10.194  -1.124  -1.442
H  10.172  -2.198  -0.019
H  11.678  -1.346  -0.480
H  11.655  -3.543  -1.133
C  -5.376  -2.332  -3.736
C  -6.437  -2.755  -4.536
C  -7.417  -3.595  -4.009
C  -7.342  -4.004  -2.678
C  -6.284  -3.578  -1.876
C  -5.298  -2.745  -2.406
H  -4.610  -1.680  -4.148
H  -6.499  -2.430  -5.572
H  -8.240  -3.930  -4.635
H  -8.109  -4.655  -2.265
H  -6.226  -3.896  -0.838
H  -4.471  -2.418  -1.782
Br  9.810  0.381  -2.388
C  -7.235  2.406  -4.515
O  -6.490  1.739  -5.272
O  -8.095  3.129  -5.219
O  -7.288  2.490  -3.268
H  -7.729  2.787  -6.059
O  6.951  -0.369  4.765
V  8.046  0.901  5.288
O  9.140  2.172  5.811
Cs  -5.251  -5.621  -1.512

What did we get for DFT total energy? Answer: -79070.590, -8817.248, -252053.097, -11269.023, -5757.347, -369171.795 eV, in the order shown.